(1)
{"formula": "C40H57Br2N6O11P2SSiY", "method": "ωB97M-V with the def2-TZVPD basis set", "multiplicity": 1, "e_tot_ha": -9271.819258, "symbols": ["Y", "Br", "C", "C", "C", "C", "O", "C", "C", "N", "C", "C", "C", "C", "C", "C", "C", "C", "N", "C", "C", "H", "H", "H", "H", "H", "H", "H", "H", "H", "H", "N", "C", "C", "P", "O", "O", "O", "P", "O", "O", "O", "H", "H", "H", "H", "H", "H", "H", "H", "O", "C", "C", "C", "C", "C", "C", "C", "O", "N", "O", "O", "H", "H", "H", "H", "C", "C", "C", "C", "Si", "Br", "C", "C", "C", "C", "C", "C", "C", "C", "H", "H", "H", "H", "H", "H", "H", "H", "H", "H", "H", "H", "H", "H", "H", "H", "H", "H", "H", "H", "H", "H", "H", "H", "H", "H", "H", "C", "N", "C", "S", "N", "C", "H", "H", "H", "H", "H", "H", "H", "H"], "coordinates": [[-0.85772, -0.13506, 1.26857], [-6.99341, -2.30328, 5.39638], [-5.49620, -1.48936, 4.55976], [-5.38875, -0.09847, 4.53536], [-4.30048, 0.49666, 3.93941], [-3.28645, -0.26136, 3.33161], [-2.24083, 0.33215, 2.79877], [-3.42320, -1.66409, 3.34547], [-2.45122, -2.57807, 2.78362], [-1.42362, -2.26281, 2.09299], [-0.57474, -3.30068, 1.62481], [-1.00352, -4.41838, 0.96906], [-0.07994, -5.38508, 0.50778], [1.25729, -5.24766, 0.74064], [1.73199, -4.11042, 1.44053], [3.08526, -3.90540, 1.79500], [3.44099, -2.78170, 2.48275], [2.44811, -1.82161, 2.78468], [1.19253, -1.97613, 2.46972], [0.81815, -3.11920, 1.84320], [-4.52714, -2.25833, 3.97920], [-6.16708, 0.50714, 4.98037], [-4.22392, 1.57328, 3.88066], [-2.62072, -3.63478, 3.00531], [-2.06070, -4.54327, 0.76249], [-0.45106, -6.24914, -0.03061], [1.96314, -5.99822, 0.40221], [3.82730, -4.64632, 1.51677], [4.46767, -2.60450, 2.77749], [2.70073, -0.89484, 3.29393], [-4.60639, -3.33907, 3.99611], [0.21521, 3.40890, 3.36162], [-1.06682, 2.62333, 3.72343], [-1.78416, 3.30145, 4.87630], [-0.28782, 0.96911, 4.18549], [0.88544, 1.70137, 5.12521], [-0.92535, -0.00096, 5.09050], [0.44000, 0.62099, 2.89401], [-1.98134, 2.73472, 2.07209], [-1.64262, 4.37595, 1.91703], [-3.44578, 2.68152, 1.93022], [-0.99074, 2.09799, 1.09598], [0.87568, 3.33885, 4.13850], [-0.03263, 4.36113, 3.09633], [0.62403, 2.93667, 2.54943], [-1.07993, 3.56612, 5.66745], [-2.50595, 2.60448, 5.30050], [-2.31276, 4.19908, 4.55137], [1.02903, 1.12344, 5.88313], [-2.49271, 4.79408, 1.73811], [-3.01279, 0.00732, 0.36838], [-3.66631, -0.45959, -0.55376], [-3.23720, -1.51269, -1.43576], [-4.12018, -1.95613, -2.41397], [-3.74497, -2.94623, -3.28400], [-2.48739, -3.56021, -3.16376], [-1.60544, -3.13693, -2.21114], [-1.91393, -2.04654, -1.33980], [-1.04683, -1.59808, -0.52584], [-4.65285, -3.35836, -4.34604], [-5.70948, -2.76253, -4.46571], [-4.28773, -4.24735, -5.09594], [-4.68305, -0.06887, -0.72419], [-5.10867, -1.51883, -2.49383], [-2.24116, -4.36878, -3.83838], [-0.63606, -3.60588, -2.10182], [3.93654, -1.61326, -3.71882], [3.12463, -1.53445, -2.41207], [1.68180, -2.00541, -2.66067], [3.74129, -2.52119, -1.41282], [3.16107, 0.23475, -1.73766], [1.52817, 0.27036, -0.07408], [4.70521, 0.67800, -0.70061], [4.65075, 2.15243, -0.26640], [4.82040, -0.14434, 0.59397], [5.97728, 0.44433, -1.53713], [2.65095, 1.58669, -2.97945], [1.61286, 1.06511, -3.98399], [2.01803, 2.80555, -2.28448], [3.89486, 2.03658, -3.77021], [3.95353, -2.65502, -4.05861], [4.97468, -1.29308, -3.58262], [3.50359, -1.01415, -4.51952], [1.71320, -3.04334, -3.01581], [1.15952, -1.41599, -3.41219], [1.08688, -1.97843, -1.74464], [3.63184, -3.53600, -1.81449], [3.23284, -2.48631, -0.44703], [4.80730, -2.34263, -1.25789], [3.74304, 2.36651, 0.30498], [4.70071, 2.84003, -1.11072], [5.51240, 2.36147, 0.37931], [3.92549, -0.05447, 1.21126], [5.67204, 0.23804, 1.17124], [4.99662, -1.20200, 0.40983], [5.98031, 1.01269, -2.46929], [6.11179, -0.61185, -1.78563], [6.84993, 0.75907, -0.95324], [0.71384, 0.70603, -3.48868], [2.00860, 0.27760, -4.62594], [1.30962, 1.89687, -4.63139], [1.05273, 2.54223, -1.84595], [1.84083, 3.57978, -3.04164], [2.64908, 3.23288, -1.50531], [4.40544, 1.19835, -4.25723], [4.62227, 2.55566, -3.14366], [3.57885, 2.73158, -4.55632], [-4.51956, 3.81400, -2.32183], [-3.36237, 3.08709, -2.84640], [-2.28608, 2.75598, -2.07879], [-1.52557, 1.26630, -2.23890], [-1.84879, 3.66245, -1.18947], [-2.09119, 5.09229, -1.21025], [-5.41613, 3.40552, -2.78214], [-4.48624, 4.87900, -2.54610], [-4.59959, 3.68039, -1.24226], [-3.56675, 2.36558, -3.51718], [-1.25178, 3.27549, -0.46955], [-2.92679, 5.39815, -0.57591], [-2.28944, 5.41695, -2.22876], [-1.19335, 5.59958, -0.86207]]}

(2)
{"formula": "C40H57GeNNaP3Se2", "method": "ωB97M-V with the def2-TZVPD basis set", "multiplicity": 1, "total_charge": -2, "e_tot_ha": -9679.355974, "symbols": ["Na", "C", "C", "C", "P", "C", "C", "C", "C", "C", "C", "C", "C", "C", "N", "C", "C", "C", "C", "C", "C", "P", "C", "C", "C", "C", "C", "C", "H", "H", "H", "H", "H", "H", "H", "H", "H", "H", "H", "H", "H", "H", "H", "H", "H", "H", "H", "H", "H", "H", "H", "H", "H", "H", "H", "H", "H", "H", "H", "H", "H", "H", "H", "H", "Se", "P", "Se", "C", "C", "C", "C", "C", "C", "C", "C", "C", "C", "C", "C", "H", "H", "H", "H", "H", "H", "H", "H", "H", "H", "C", "Ge", "C", "C", "C", "H", "H", "H", "H", "H", "H", "H", "H", "H", "H", "H"], "coordinates": [[1.14128, -0.27681, 0.18867], [-1.26471, 0.82717, 2.97718], [-0.16760, 1.82164, 3.34836], [-0.70826, 2.97824, 4.16710], [0.80659, 2.13766, 1.75148], [2.33134, 3.10973, 2.23495], [2.66437, 4.05241, 1.07212], [2.38300, 3.89791, 3.53729], [-0.31724, 3.26458, 0.88557], [-0.79989, 4.43894, 1.41120], [-1.66778, 5.29945, 0.72271], [-2.04851, 4.91352, -0.58758], [-1.47700, 3.79938, -1.18931], [-0.56657, 2.94292, -0.51297], [0.00236, 1.85728, -1.05126], [0.40053, 1.94579, -2.34035], [1.03028, 3.09744, -2.87841], [1.46070, 3.18241, -4.18989], [1.18184, 2.10347, -5.05368], [0.62397, 0.95801, -4.54003], [0.25095, 0.78821, -3.21974], [-0.42822, -0.66849, -2.36162], [-2.23306, -0.69087, -2.94533], [-2.51462, -1.00556, -4.40551], [-2.80270, 0.66577, -2.57446], [0.21765, -2.24994, -3.15682], [0.71213, -2.20658, -4.60723], [1.36924, -2.74822, -2.30626], [-1.83914, 0.54177, 3.84215], [-0.91606, -0.07158, 2.50252], [-1.99279, 1.27505, 2.25298], [0.53576, 1.24074, 3.97946], [-1.60673, 3.34513, 3.67764], [-0.02633, 3.82109, 4.30948], [-1.05317, 2.58076, 5.13545], [3.06727, 2.31131, 2.33145], [1.99712, 4.89760, 1.03844], [2.59531, 3.52340, 0.12538], [3.71699, 4.33625, 1.17838], [1.72162, 4.76816, 3.50989], [3.40385, 4.23448, 3.67016], [2.04296, 3.32489, 4.39577], [-0.60765, 4.70593, 2.43861], [-2.02616, 6.20934, 1.21284], [-2.79796, 5.52631, -1.14724], [-1.71449, 3.59805, -2.22108], [1.20700, 3.91416, -2.14846], [2.03185, 4.04133, -4.52259], [1.44844, 2.16784, -6.09088], [0.44779, 0.12921, -5.19381], [-2.63596, -1.50003, -2.33524], [-2.04586, -0.16712, -4.96457], [-3.61423, -0.94039, -4.59485], [-2.09735, -1.96291, -4.76920], [-2.31284, 1.41970, -3.22279], [-2.64277, 0.90997, -1.53121], [-3.88960, 0.69508, -2.81724], [-0.65401, -2.95866, -3.12588], [1.51913, -1.51850, -4.65862], [-0.04198, -1.92651, -5.34259], [1.05960, -3.21857, -4.91436], [2.10220, -1.90434, -2.25721], [1.90960, -3.60539, -2.69336], [1.04248, -3.03185, -1.27537], [-0.06996, -2.79149, 1.72484], [-2.25481, -2.82431, 1.83026], [-3.51054, -1.49202, 0.71871], [-2.77889, -2.76132, 3.58200], [-4.09351, -3.18316, 3.86041], [-4.56301, -3.21716, 5.16359], [-3.74595, -2.87558, 6.23404], [-2.41574, -2.50586, 5.95746], [-1.94696, -2.46940, 4.64929], [-2.72074, -4.55666, 1.44834], [-2.21094, -5.60524, 2.21456], [-2.63492, -6.89197, 2.04174], [-3.59520, -7.16901, 1.08760], [-4.13812, -6.17039, 0.31119], [-3.68106, -4.86585, 0.47705], [-4.71527, -3.38427, 2.98567], [-5.55705, -3.57672, 5.33234], [-4.13705, -2.79236, 7.23047], [-1.77350, -2.20058, 6.78389], [-0.88865, -2.23855, 4.45952], [-1.44600, -5.40109, 2.99785], [-2.21946, -7.73485, 2.65073], [-4.01461, -8.14501, 1.08024], [-5.02449, -6.37629, -0.27666], [-4.04926, -4.01190, -0.13072], [5.85086, -1.40080, -1.59347], [4.79775, 0.34914, -1.34958], [6.31962, 1.73365, -1.25129], [4.01628, 0.80899, -3.09389], [3.58807, 0.26271, 0.12069], [6.38819, -1.39127, -2.53563], [5.13444, -2.23609, -1.61547], [6.48960, -1.56539, -0.73419], [6.88499, 1.80510, -2.18761], [6.99490, 1.45825, -0.41175], [5.77179, 2.63637, -0.96135], [4.84333, 0.75679, -3.79622], [3.63158, 1.82694, -3.14818], [3.21926, 0.18137, -3.44733], [3.31226, 1.29018, 0.39952], [4.02878, -0.22203, 1.04114]]}

(3)
{"formula": "C40H57KN6O3S3Si2Te", "method": "ωB97M-V with the def2-TZVPD basis set", "multiplicity": 1, "e_tot_ha": -4754.344721, "symbols": ["K", "O", "C", "O", "C", "C", "C", "N", "C", "C", "C", "C", "C", "C", "C", "N", "C", "C", "C", "C", "C", "N", "H", "H", "H", "H", "H", "H", "H", "H", "H", "H", "C", "C", "S", "C", "C", "S", "C", "C", "S", "H", "H", "H", "H", "H", "H", "H", "H", "H", "H", "H", "H", "C", "C", "O", "N", "C", "C", "C", "C", "C", "C", "N", "H", "H", "H", "H", "H", "H", "H", "H", "H", "H", "C", "C", "N", "H", "H", "H", "C", "Si", "C", "C", "C", "Te", "C", "Si", "C", "C", "C", "H", "H", "H", "H", "H", "H", "H", "H", "H", "H", "H", "H", "H", "H", "H", "H", "H", "H", "H", "H", "H", "H"], "coordinates": [[-0.53538, 0.34537, 0.66208], [1.21466, 6.92372, 2.96380], [0.83799, 5.99519, 3.69255], [0.27842, 5.97345, 4.80417], [1.03682, 4.56987, 3.07383], [1.38060, 4.41254, 1.74594], [1.34297, 3.14143, 1.17226], [0.97017, 2.06827, 1.87153], [0.67589, 2.20906, 3.16814], [0.71364, 3.44223, 3.80546], [0.22714, 0.98590, 3.88133], [-0.13800, 1.00325, 5.23120], [-0.60080, -0.15637, 5.82509], [-0.68120, -1.31724, 5.06771], [-0.26948, -1.25054, 3.74750], [0.16579, -0.13940, 3.16641], [1.72143, 2.92568, -0.25302], [2.25829, 3.97055, -1.01188], [2.66152, 3.73825, -2.31258], [2.53184, 2.46308, -2.83662], [1.97527, 1.49193, -2.02294], [1.56378, 1.70151, -0.77447], [1.63198, 5.31300, 1.20392], [0.44401, 3.59604, 4.84055], [-0.06009, 1.90903, 5.81376], [-0.89427, -0.15177, 6.86702], [-1.04966, -2.24218, 5.49073], [-0.29256, -2.13035, 3.11085], [2.37286, 4.95622, -0.58923], [3.08011, 4.54142, -2.90560], [2.85041, 2.22331, -3.84187], [1.85333, 0.48141, -2.40064], [2.65192, -3.71294, 2.96744], [2.37000, -3.79432, 1.46288], [1.64873, -2.27574, 0.75011], [2.99694, -1.47795, -0.18657], [4.36343, -1.36042, 0.46767], [4.57295, 0.02362, 1.63537], [3.48899, -0.42667, 3.02301], [4.05655, -1.42843, 4.01398], [4.32105, -3.13191, 3.42253], [2.58483, -4.71410, 3.39531], [1.92068, -3.07905, 3.46896], [1.61790, -4.56473, 1.28214], [3.26632, -4.06009, 0.90289], [2.59488, -0.48366, -0.38308], [3.08868, -2.01703, -1.13127], [5.09685, -1.14338, -0.31172], [4.66680, -2.27740, 0.96179], [2.53220, -0.74025, 2.61835], [3.32589, 0.52006, 3.54480], [3.41332, -1.48207, 4.89617], [5.05397, -1.12410, 4.33179], [-4.00483, -1.49894, -0.44568], [-3.25882, -1.05828, 0.79090], [-2.10443, -1.39517, 1.02048], [-3.98596, -0.31099, 1.65670], [-3.47115, 0.16331, 2.92459], [-3.04434, 1.61592, 2.91509], [-3.25401, 2.41664, 4.03259], [-2.83468, 3.73731, 4.00227], [-2.22676, 4.21696, 2.85275], [-2.05954, 3.34456, 1.79065], [-2.45919, 2.07121, 1.80989], [-3.28844, -1.91019, -1.15257], [-4.53447, -0.66638, -0.90739], [-4.72617, -2.26986, -0.16941], [-4.89043, 0.01705, 1.36654], [-2.60487, -0.45388, 3.15847], [-4.22262, 0.00866, 3.69973], [-3.74528, 2.00679, 4.90667], [-2.97475, 4.38751, 4.85594], [-1.86267, 5.23424, 2.80158], [-1.58690, 3.67778, 0.87035], [-3.72027, 3.40196, -1.51280], [-2.96013, 2.17975, -1.34214], [-2.35395, 1.21972, -1.17446], [-4.67747, 3.19071, -1.98680], [-3.16328, 4.10226, -2.13435], [-3.89469, 3.85543, -0.53666], [0.68814, -0.16782, -5.75501], [-1.01810, 0.27781, -5.08296], [-0.96069, 1.94699, -4.20118], [-2.23696, 0.38989, -6.52480], [-1.63691, -1.05242, -3.89577], [-0.31528, -1.41794, -2.22776], [-0.79588, -3.52227, -2.09075], [0.31177, -4.60511, -3.16551], [-0.16837, -6.42162, -2.95488], [2.10655, -4.36598, -2.63188], [0.14612, -4.16215, -4.99335], [1.11465, 0.66381, -6.32036], [0.62928, -1.02591, -6.42848], [1.38112, -0.42158, -4.94951], [-0.38820, 2.68133, -4.77165], [-0.50623, 1.86119, -3.21187], [-1.97152, 2.34139, -4.07067], [-1.94870, 1.17529, -7.22703], [-3.24684, 0.61307, -6.17259], [-2.27961, -0.55049, -7.07884], [-1.73701, -2.00613, -4.41739], [-2.61523, -0.77553, -3.49656], [-1.85274, -3.63416, -2.34040], [-0.67291, -3.76971, -1.03413], [-0.07951, -6.74821, -1.91644], [0.48050, -7.05833, -3.56042], [-1.19780, -6.60037, -3.27371], [2.20683, -4.45907, -1.54717], [2.46481, -3.37644, -2.92257], [2.76080, -5.10833, -3.09435], [-0.85866, -4.37562, -5.36718], [0.84974, -4.74829, -5.58813], [0.35653, -3.10469, -5.16915]]}

Values of max |F|, in order: 0.03692, 0.03632, 0.02105, all in Eh/bohr.